88
Properties=species:S:1:pos:R:3:forces:R:3:mulliken_charge:R:1 method="wB97M-V/def2-TZVPD" e_above_lowest_kcal_mol=62.0 charge=-1 largest_force_ha_per_bohr=0.0468 gap_ev=7.18
C 2.382011 -2.579302 -6.481005 0.0 -0.2 0.4 -1.9047
C 1.928879 -1.702749 -7.600634 0.0 0.1 -1.2 1.0425
H 1.686260 -3.419579 -6.392717 0.1 0.0 0.2 0.3116
H 2.381187 -2.011148 -5.553253 -0.1 -0.2 0.1 0.1881
H 3.387875 -2.997078 -6.626885 -0.1 0.1 -0.2 0.4277
C 1.917424 -2.198814 -8.861263 0.0 0.5 0.4 -0.0767
C 2.191446 -3.633791 -9.254660 -0.1 -0.3 -0.1 -1.4162
H 1.689131 -1.563764 -9.720014 0.0 0.0 0.4 0.4154
H 1.627924 -4.331805 -8.614767 0.2 0.1 -0.1 0.2948
H 3.248596 -3.959867 -9.235000 -0.3 0.3 0.2 0.2780
H 1.862312 -3.803069 -10.293180 0.0 0.1 0.4 0.3706
Zn 2.223659 1.069393 -3.910611 -0.5 -1.1 -0.6 0.2353
Cl 2.662387 -0.287886 -2.226513 0.0 0.1 0.0 -0.5554
Cl 3.678740 1.702467 -5.401315 0.4 0.7 0.3 -0.5772
C 0.537827 3.188939 -2.910478 -0.2 -1.7 -0.8 0.0334
O 0.459434 1.949117 -3.140370 0.5 2.2 0.5 -0.3792
N -0.497508 4.018826 -2.754604 0.3 0.3 0.6 0.3625
C -1.897584 3.616183 -2.552554 0.2 -0.2 -0.5 -0.5080
C -0.188157 5.446683 -2.723320 0.3 0.2 -0.2 -0.9489
H 1.527674 3.691155 -2.870015 -0.4 -0.1 -0.1 0.2811
H -1.941303 2.761713 -1.863462 0.0 0.3 -0.3 -0.0867
H -2.346707 3.338058 -3.514958 0.0 0.0 0.3 0.2256
H -2.427354 4.493299 -2.149796 0.2 -0.5 0.0 0.4075
H 0.778621 5.590323 -2.212193 -0.5 0.1 -0.1 0.3510
H -0.982893 5.993688 -2.203575 0.3 -0.2 0.0 0.2897
H -0.103249 5.868407 -3.739444 -0.1 -0.2 0.3 0.3140
H 0.050718 -4.218176 -1.274457 -0.2 -0.2 -0.2 0.2995
H -1.272783 -3.414484 -3.783114 -0.7 -0.5 0.1 0.1926
C -0.935370 -4.711347 -1.297103 -0.1 0.4 0.1 -0.8924
C -2.129400 -3.935215 -3.332516 0.9 0.2 -0.6 -0.6511
N -1.958135 -3.872275 -1.908656 -0.4 0.3 1.1 0.1727
H -1.225126 -4.934419 -0.261999 0.1 -0.1 -0.2 0.3358
C -2.480805 -2.823781 -1.219682 -0.3 0.0 -0.9 0.2042
O -3.179370 -1.947751 -1.735052 0.6 -0.9 1.2 -0.5867
H -3.026939 -3.405639 -3.657228 0.1 -0.3 0.2 0.3090
H -2.205683 -2.908557 -0.135299 -0.3 0.4 -0.4 0.2163
H -0.863715 -5.628032 -1.887076 0.0 0.0 0.3 0.2942
H -2.083810 -4.972634 -3.663231 -0.4 -0.1 0.0 0.3343
O 1.154255 0.055864 -5.945968 -0.9 -0.4 -0.4 0.5457
C 1.746993 -0.203425 -7.235883 0.4 -0.2 0.3 -0.7273
C 0.152281 0.300632 -9.185055 -0.2 0.5 -0.1 0.4149
C 1.217980 0.684347 -8.365147 -0.2 0.0 0.0 -0.0362
H -0.313776 -0.678773 -9.026073 0.1 0.5 -0.1 0.6487
C -0.326620 1.179278 -10.175496 0.2 -0.1 0.3 -1.0528
H 2.798146 0.101406 -7.149901 -0.1 0.1 0.3 0.4779
C 1.827939 1.932740 -8.574239 -0.3 0.2 -0.1 -0.1102
H -1.198653 0.870180 -10.768522 0.5 0.3 0.2 0.3218
C 0.287515 2.427313 -10.375797 0.0 -0.1 0.2 -0.4625
C 1.373948 2.815400 -9.569437 -0.2 -0.5 0.2 -0.7346
H 2.646364 2.223184 -7.907757 -0.3 -0.1 -0.3 0.2189
H -0.092363 3.105139 -11.148737 0.1 -0.3 0.3 0.3510
H 1.859305 3.798238 -9.687055 -0.3 -0.6 0.0 0.3718
Si -0.779978 0.010026 -5.471951 -0.9 2.1 -0.8 1.8656
Cl -0.365867 -1.971082 -4.905786 0.8 -0.7 0.2 -0.6845
C -2.131796 -0.408306 -6.766877 0.2 -0.3 -0.4 -1.6587
C -0.687055 1.913513 -5.881792 0.4 0.2 0.0 -1.3657
C -2.028012 0.284806 -3.965834 -0.1 -0.6 0.5 -1.4115
H -2.152428 0.321735 -7.589247 -0.1 -0.3 0.2 0.3387
H -3.073329 -0.331785 -6.191072 0.3 -0.1 -0.4 0.3214
H -2.047646 -1.425075 -7.183768 -0.1 0.3 0.1 0.2982
H -2.680926 -0.596046 -3.826212 0.4 0.2 -0.2 0.3739
H -2.724792 1.129582 -4.122481 0.4 -0.1 -0.3 0.3229
H -1.578764 0.436675 -2.978366 0.1 0.0 -0.1 0.0967
H -0.963936 2.039662 -6.939299 0.1 0.1 0.2 0.4620
H 0.330866 2.314418 -5.760688 -0.4 0.1 0.0 -0.0285
H -1.396753 2.463549 -5.249718 0.1 0.1 -0.3 0.2840
C -1.896834 2.221287 0.926495 0.0 -0.5 0.4 -0.6460
N -1.350872 0.858016 0.820274 0.3 0.1 0.2 0.1478
C -2.433381 -0.108535 1.067593 0.1 0.3 0.2 -0.4529
N -3.013254 0.058669 2.416082 0.0 0.6 0.4 0.1033
C -3.545452 1.448681 2.519321 0.8 -0.2 -0.2 -0.6409
N -2.484548 2.469358 2.258711 0.0 -0.3 0.5 0.0771
C -1.407184 2.275319 3.271626 -0.3 -0.6 -0.6 -0.6357
N -0.834330 0.898598 3.217524 -0.5 0.2 0.0 -0.0171
C -0.293723 0.687607 1.854818 -0.7 0.2 -0.1 -0.6351
C -1.935586 -0.082193 3.423248 0.1 0.5 -0.5 -0.6447
H -2.685576 2.342924 0.168719 0.3 0.0 0.2 0.2528
H -1.082384 2.950158 0.771539 -0.3 -0.2 -0.1 0.1942
H -2.016060 -1.121522 0.983576 -0.2 0.3 0.0 -0.0723
H -3.232188 0.040260 0.324231 0.4 -0.2 0.1 0.3461
H -3.944647 1.597203 3.537316 0.1 0.0 -0.4 0.3266
H -4.350798 1.575660 1.781511 0.2 0.0 0.2 0.3041
H -0.593783 2.984356 3.049844 -0.3 -0.1 0.2 0.3529
H -1.838723 2.460365 4.270424 0.3 -0.1 -0.3 0.3062
H 0.123328 -0.329007 1.792303 -0.1 0.3 -0.1 0.3060
H 0.491843 1.434622 1.670913 -0.1 -0.3 0.0 0.3281
H -2.365412 0.066803 4.428271 0.2 -0.1 -0.3 0.3319
H -1.500447 -1.086115 3.326821 -0.2 0.2 0.2 0.3218

=====

12
Properties=species:S:1:pos:R:3:forces:R:3:mulliken_charge:R:1 method="wB97M-V/def2-TZVPD" smiles="CNc1noc(=O)o1" e_above_lowest_kcal_mol=55.7 largest_force_ha_per_bohr=0.0871 gap_ev=10.08
C 1.220144 -1.613204 0.012293 -0.8 -3.2 1.9 -0.8485
N 0.960946 -0.307066 0.398721 -3.2 3.0 0.0 -0.1348
C -0.237316 0.324647 -0.053851 3.5 -1.8 2.2 0.4401
N -1.041307 0.027676 -0.991979 2.0 -1.6 0.0 -0.3223
O -1.927265 1.033671 -0.949690 -2.6 1.9 -0.8 -0.1282
C -1.612443 1.921729 0.001176 -1.3 0.5 0.8 0.6786
O -2.186647 2.916658 0.283123 -0.1 0.3 -0.3 -0.5068
O -0.582755 1.398203 0.695477 0.9 0.0 -0.6 -0.3179
H 0.898181 -2.486203 0.767756 0.4 2.0 -0.9 0.1983
H 2.266994 -1.751462 -0.061557 0.9 -0.3 -0.9 0.3210
H 0.583671 -1.817868 -0.813926 0.3 -0.5 -1.3 0.3458
H 1.657797 0.353219 0.712456 -0.1 -0.4 0.1 0.2747

=====

14
Properties=species:S:1:pos:R:3:forces:R:3:mulliken_charge:R:1 method="wB97M-V/def2-TZVPD" smiles=CO[C@H]1C[C@H]1O e_above_lowest_kcal_mol=61.9 largest_force_ha_per_bohr=0.0581 gap_ev=10.30
C 1.594348 -0.381675 -1.021123 1.7 0.1 2.5 -0.6120
O 0.270442 0.014370 -1.114374 -0.1 0.8 -0.6 -0.3903
C -0.610384 -0.517748 -0.184986 -0.4 0.1 -0.2 -0.1450
C -0.445499 -0.226970 1.281084 0.2 0.1 0.3 -0.6505
C -1.424510 0.567891 0.467173 -0.3 -0.6 -0.1 -0.0002
O -1.158077 1.878760 0.107112 1.8 0.3 -0.8 -0.5510
H 1.661928 -1.471253 -1.096890 0.2 0.0 0.1 0.2990
H 2.040716 -0.043787 0.036900 -0.7 -0.8 -2.1 0.2100
H 2.230013 0.079270 -1.790238 -0.6 0.0 0.1 0.2331
H -1.071470 -1.445375 -0.515630 0.0 0.0 0.2 0.4021
H 0.442487 0.299214 1.610062 0.0 0.0 -0.1 0.2508
H -0.820813 -0.956488 1.992447 0.0 0.1 -0.1 0.2449
H -2.481170 0.383029 0.632979 0.1 0.2 -0.1 0.3567
H -0.263650 1.895780 -0.382947 -2.1 -0.3 0.9 0.3524

=====

14
Properties=species:S:1:pos:R:3:forces:R:3:mulliken_charge:R:1 method="wB97M-V/def2-TZVPD" e_above_lowest_kcal_mol=121.4 largest_force_ha_per_bohr=0.1241 gap_ev=8.15
C -1.947190 0.311359 0.390529 -0.3 -1.4 -2.1 -1.0979
C -0.883457 -0.640622 -0.420227 0.4 5.7 2.8 -0.4136
C 0.430631 -0.061975 -0.272247 0.9 -4.8 -2.8 0.2947
C 1.601890 -1.006770 0.110482 -1.6 -0.4 -1.1 -0.9210
N 0.949519 1.277346 -0.009957 -0.6 -2.0 0.8 -0.5686
H -2.643955 0.738742 -0.342941 0.0 0.3 0.3 0.2698
H -2.560107 -0.352600 1.020943 0.3 0.1 -0.1 0.2876
H -1.543844 1.108818 0.996785 0.3 0.1 0.1 0.3856
H -1.441213 -1.009650 -1.247074 0.6 -1.7 -0.4 0.3349
H 2.455194 -0.758314 -0.484030 0.8 0.1 -0.1 0.3006
H 1.267323 -2.044661 -0.087676 0.3 0.5 0.3 0.3138
H 1.793722 -0.861422 1.187692 0.1 -0.2 -0.5 0.2596
H 0.360078 0.663610 0.729691 0.0 3.5 2.4 0.2811
H 0.454915 1.962111 -0.554913 -1.3 0.2 0.4 0.2734